Entry 1:
This record from the Open Molecules 2025 dataset describes a structure of composition C23H21NO11S in a non-equilibrium geometry. The level of theory is ωB97M-V with the def2-TZVPD basis set.

Computed properties:
M ... 519.484 g/mol
E_HOMO ... -10.0460 eV

Positions of all 57 atoms, in Å:
N -1.026264 0.530282 -3.663243
C -1.469592 0.537654 -2.307618
C -0.329004 0.797773 -1.322824
C 0.980353 1.197878 -2.000544
C 2.017605 0.108907 -2.258161
O 2.123924 1.074585 -1.221828
C -2.688242 1.466949 -2.112466
O -3.811166 0.658218 -1.733347
S -3.549534 -0.801149 -2.282092
O -3.743067 -0.780487 -3.693223
O -4.230529 -1.751690 -1.496816
O -2.020687 -0.811027 -1.952342
H -1.826122 0.370082 -4.267912
H -0.430158 -0.278893 -3.795385
H -0.106281 -0.118135 -0.784161
H -0.595367 1.592585 -0.632262
H 0.938350 2.004207 -2.715683
H 1.566258 -0.834505 -2.002224
H 2.396603 0.374474 -3.233061
H -2.538485 2.147290 -1.282486
H -2.908925 2.090190 -2.973037
C 1.678704 0.748668 4.319324
C 2.016120 -0.522922 4.128298
C 2.430785 -1.016549 2.788960
O 2.729495 -2.177111 2.614668
C 2.458181 -0.036586 1.673001
C 2.120391 1.235432 1.866019
C 1.704577 1.727512 3.202156
O 1.394242 2.886648 3.377357
H 1.371010 1.132598 5.283650
H 2.004575 -1.255769 4.924965
H 2.765565 -0.416052 0.709149
H 2.131564 1.964918 1.068081
C -6.698046 -2.296315 1.083753
C -5.962119 -3.375903 0.836726
C -6.160091 -4.633354 1.601509
O -5.490557 -5.618661 1.381917
C -7.212671 -4.639393 2.651276
C -7.947713 -3.559146 2.897141
C -7.748859 -2.300758 2.131719
O -8.420912 -1.317963 2.357423
H -6.568286 -1.370669 0.537502
H -5.193000 -3.387317 0.075754
H -7.339165 -5.567046 3.194887
H -8.719037 -3.538787 3.656485
C 5.267192 2.028445 -1.083930
C 5.801731 3.020644 -1.790583
C 7.234534 3.385052 -1.649038
O 7.721182 4.288938 -2.291428
C 8.049499 2.597523 -0.687504
C 7.516625 1.605483 0.019724
C 6.083724 1.242796 -0.124153
O 5.596302 0.337362 0.517775
H 4.225603 1.745159 -1.169399
H 5.228458 3.608387 -2.496470
H 9.090713 2.880957 -0.601864
H 8.090002 1.018574 0.725875

Force components x, y, z for each atom (eV/Å):
N -0.3 -0.1 0.1
C 0.1 -0.2 -0.3
C 0.9 0.2 -0.4
C -0.6 -1.3 -0.2
C -2.8 1.9 -0.6
O 0.8 0.0 0.3
C -0.1 0.6 0.5
O -0.1 0.1 0.0
S -0.4 0.0 -0.5
O 0.1 0.0 -0.2
O -0.1 -0.1 0.4
O 0.3 0.1 0.3
H 0.0 0.1 -0.1
H 0.3 0.1 -0.1
H -0.2 0.0 0.4
H -0.2 -0.1 0.3
H 0.2 0.3 0.1
H 0.8 -0.6 0.1
H 1.2 -0.7 0.1
H 0.1 0.0 0.2
H -0.1 -0.3 -0.4
C 0.0 0.0 0.0
C 0.0 0.0 0.0
C 0.0 0.0 0.0
O 0.0 -0.1 0.0
C 0.0 0.0 0.1
C 0.0 -0.1 0.1
C 0.0 0.0 0.0
O 0.0 0.0 0.0
H 0.0 0.0 0.0
H 0.0 0.0 0.0
H 0.1 0.0 0.0
H 0.0 0.0 0.0
C 0.0 0.0 0.0
C 0.0 0.0 0.0
C 0.0 0.1 0.0
O 0.0 0.0 0.0
C 0.0 0.0 0.0
C 0.0 0.0 0.0
C 0.0 0.0 0.0
O 0.0 0.0 0.0
H 0.0 0.0 0.0
H 0.0 0.0 0.0
H 0.0 0.0 0.0
H 0.0 0.0 0.0
C 0.0 0.0 0.0
C 0.0 0.0 0.0
C 0.0 0.0 0.0
O 0.0 0.0 0.0
C 0.0 0.0 0.0
C 0.0 0.0 0.0
C 0.0 0.0 0.0
O 0.0 0.0 0.0
H 0.0 0.0 0.0
H 0.0 0.0 0.0
H 0.0 0.0 0.0
H 0.0 0.0 0.0

Entry 2:
This record from the Open Molecules 2025 dataset describes an isolated molecule of C23H21NO4S in a non-equilibrium geometry. The level of theory is ωB97M-V with the def2-TZVPD basis set.

Computed properties:
M ... 407.491 g/mol
E_HOMO ... -8.4387 eV

Positions of all 50 atoms, in Å:
O -2.183671 1.338736 1.227984
O 0.062811 -3.594724 0.814282
O -0.821303 1.021103 -0.637159
O 3.635926 1.025274 3.286478
C -1.292536 1.751620 0.489020
C -4.360887 -0.335766 -2.492526
C -3.525954 0.191748 -1.428102
C -1.230987 -0.313889 -0.594443
C -3.694757 -1.381748 -3.045536
C -2.447193 -0.664619 -1.352405
C -0.424914 -1.165777 0.103676
C -0.403846 -3.802887 -4.492004
C 0.420816 -4.381136 -3.518404
C 3.040819 -0.041145 1.168386
C 1.432777 0.280011 3.064056
C 2.002680 -0.607138 0.459850
C 0.443408 -0.350643 2.277429
C -1.410527 -2.883217 -4.121534
C 0.144731 -4.186327 -2.180391
C 2.704247 0.475562 2.474066
C 0.647559 -0.677269 1.017353
C -1.597217 -2.561532 -2.705078
C -0.743679 -3.234637 -1.770361
N -2.499678 -1.525497 -2.412102
S -1.020134 -2.912015 0.050803
C 4.399441 2.097489 2.749542
C 0.689336 4.168124 2.592743
C -0.355544 2.883924 0.866587
C -0.553932 3.416827 2.260226
H -5.271616 0.078042 -2.989786
H -3.684622 1.157062 -0.880226
H -4.047536 -1.881828 -3.963332
H -0.309133 -4.121575 -5.516565
H 1.304135 -4.978703 -3.835441
H 4.033383 -0.026685 0.807812
H 1.186758 0.583498 4.084963
H 2.275628 -0.911868 -0.534522
H -0.572554 -0.430197 2.677335
H -1.912358 -2.180693 -4.820365
H 0.718468 -4.680293 -1.451323
H 4.590583 2.006340 1.646032
H 5.353975 2.076214 3.351135
H 3.951317 3.003907 3.038486
H 1.086367 4.515377 1.652898
H 0.601955 5.036455 3.289622
H 1.512391 3.573303 3.156943
H 0.715449 2.482859 0.709476
H -0.451979 3.834307 0.205417
H -1.495174 4.151639 2.210077
H -0.643229 2.682386 3.008926

Force components x, y, z for each atom (eV/Å):
O 1.7 0.9 -2.1
O -0.5 -0.6 -0.4
O -1.4 1.0 1.6
O 0.4 0.2 -0.1
C -0.3 -1.4 1.4
C -0.3 1.4 0.0
C -1.3 0.2 -0.5
C 1.5 -1.6 0.6
C -1.1 0.4 -1.3
C 0.6 2.4 0.3
C -2.3 1.0 -1.1
C -0.8 0.5 0.8
C 0.0 -0.5 -1.0
C -2.5 0.4 2.0
C 0.8 -0.4 -1.4
C -0.7 0.7 0.9
C -1.0 1.5 3.1
C 0.5 0.8 2.0
C 0.6 0.7 -0.5
C -1.0 -0.9 0.3
C 2.7 -1.8 -4.7
C 2.1 -1.3 -2.1
C -2.5 1.6 0.3
N 0.2 -1.9 0.4
S 1.5 0.4 0.0
C 2.0 -1.3 0.4
C 2.2 0.9 2.0
C 0.8 0.5 -1.9
C -1.7 2.0 -0.4
H 0.9 -0.3 1.0
H 0.2 -1.5 -0.4
H 0.8 -0.2 0.9
H 0.2 0.4 -0.3
H -1.0 0.2 0.3
H 0.8 0.1 -0.3
H 0.4 0.0 -0.4
H -0.6 -0.4 -0.3
H 0.4 -0.1 0.0
H 0.2 -1.1 0.3
H 0.7 -0.5 1.0
H -0.2 0.2 1.1
H -0.7 -0.1 -1.0
H -0.9 1.4 -0.2
H 0.7 0.5 -0.1
H -0.5 -0.5 -0.7
H -1.4 0.4 -1.3
H -1.6 0.5 0.2
H 0.1 -1.9 0.5
H 1.9 -1.8 0.5
H -0.9 -1.1 0.6

Entry 3:
This record from the Open Molecules 2025 dataset describes a structure of composition C23H22AuBN4S5Sb. The level of theory is ωB97M-V with the def2-TZVPD basis set.

Computed properties:
M ... 844.331 g/mol
E_HOMO (spin up / spin down) ... -1.2504 / -1.5340 eV
Multiplicity ... 4
Net charge ... -2
Expectation value of S² ... 3.80

Positions of all 57 atoms, in Å:
Au 0.180301 1.234416 -0.525964
C -2.598477 3.469933 -2.995370
N -2.767163 3.783940 -1.591675
C -2.868700 5.048121 -1.052932
C -3.010693 4.880355 0.277037
N -2.981804 3.529041 0.564319
B -3.022859 2.988578 2.031298
N -1.593589 3.221987 2.669205
C -1.219722 4.443205 3.178940
C 0.097135 4.409529 3.481421
N 0.529974 3.142434 3.159534
C 1.899697 2.682905 3.175986
C -0.508817 2.417363 2.662399
S -0.360780 0.794299 2.167055
C -2.823533 2.854790 -0.600373
S -2.675305 1.186516 -0.878834
H -2.705961 4.391675 -3.563758
H -3.351182 2.740603 -3.294071
H -1.613554 3.044246 -3.178971
H -2.770615 5.932063 -1.657156
H -3.105015 5.613769 1.057724
H -3.321994 1.832178 2.064948
H -3.776469 3.715832 2.658658
H -1.931855 5.243188 3.272879
H 0.761508 5.164743 3.861361
H 2.492330 3.393553 3.751325
H 2.274827 2.621415 2.152985
H 1.950418 1.693502 3.625388
S 0.450911 5.637286 -3.482343
Sb 1.330907 3.905635 -2.266702
S 0.883592 1.743105 -3.003649
S 0.469787 3.645490 -0.108460
C 0.593540 -0.796961 -0.607639
C 0.834699 -2.003027 -0.652375
C 1.155283 -3.351092 -0.683746
C 1.598668 -3.991886 0.556748
C 2.396783 -5.146335 0.578746
C 2.828224 -5.699899 1.774304
C 2.479042 -5.121826 2.987582
C 1.702347 -3.967368 2.983490
C 1.273288 -3.407983 1.793874
C 1.052462 -4.075915 -1.951832
C 1.141694 -3.367452 -3.160762
C 1.019195 -4.012412 -4.378377
C 0.794030 -5.383720 -4.434386
C 0.679980 -6.096453 -3.247813
C 0.805198 -5.454669 -2.025636
H 2.709613 -5.595631 -0.354613
H 3.454093 -6.585219 1.752742
H 2.815932 -5.556961 3.920947
H 1.428363 -3.490230 3.916983
H 0.684168 -2.499231 1.799978
H 1.297086 -2.296348 -3.116941
H 1.094156 -3.435097 -5.292164
H 0.694279 -5.886701 -5.388769
H 0.475945 -7.161190 -3.269683
H 0.678631 -6.022088 -1.112864

Force components x, y, z for each atom (eV/Å):
Au 0.5 -0.5 0.4
C 0.0 0.0 0.0
N 0.0 0.0 0.0
C 0.0 0.0 0.0
C 0.0 0.0 0.0
N -0.1 0.0 0.0
B 0.0 0.0 -0.1
N 0.0 0.0 0.0
C 0.1 0.0 0.0
C -0.1 0.0 0.0
N 0.1 0.0 0.0
C 0.0 0.0 0.0
C -0.1 0.0 0.0
S 0.0 0.1 -0.2
C 0.0 0.0 0.0
S -0.2 0.0 0.0
H 0.0 0.0 0.0
H 0.0 0.0 0.0
H 0.0 0.0 0.0
H 0.0 0.0 0.0
H 0.0 0.0 0.0
H 0.0 0.0 0.0
H 0.0 0.0 0.0
H 0.0 0.0 0.0
H 0.0 0.0 0.0
H 0.0 0.0 0.0
H 0.0 0.0 0.0
H 0.0 0.0 0.0
S 0.0 0.1 0.0
Sb 0.2 0.2 -0.1
S 0.0 -0.2 -0.1
S -0.2 -0.1 0.1
C -0.3 0.4 -0.2
C 0.1 0.1 0.0
C 0.0 -0.2 0.1
C -0.1 0.0 0.0
C 0.0 0.0 0.0
C 0.0 0.0 0.0
C 0.0 0.0 0.0
C 0.0 0.0 0.0
C 0.0 0.0 0.0
C 0.0 0.1 0.0
C 0.0 0.0 0.0
C 0.0 0.0 0.0
C 0.0 0.0 0.0
C 0.0 0.0 0.0
C 0.0 0.0 0.0
H 0.0 0.0 0.0
H 0.0 0.0 0.0
H 0.0 0.0 0.0
H 0.0 0.0 0.0
H 0.0 0.0 0.0
H 0.0 0.0 0.0
H 0.0 0.0 0.0
H 0.0 0.0 0.0
H 0.0 0.0 0.0
H 0.0 0.0 0.0

Entry 4:
This record from the Open Molecules 2025 dataset describes a structure of composition C23H22CeN7OS3 in a non-equilibrium geometry. The level of theory is ωB97M-V with the def2-TZVPD basis set.

Computed properties:
M ... 648.794 g/mol
E_HOMO (spin up / spin down) ... -10.1730 / -10.1849 eV
Net charge ... +1

Positions of all 57 atoms, in Å:
Ce -1.428153 -0.503849 0.466055
C -3.893598 -3.724943 2.658110
S -5.406189 -2.884795 2.084908
C -4.478911 -1.659440 1.172364
S -3.833253 -0.333308 2.006167
N -4.372325 -1.930911 -0.089941
N -3.412501 -1.354689 -0.808458
C -3.491301 -1.383281 -2.102536
C -2.368307 -0.927171 -2.879352
C -2.468333 -0.792685 -4.270367
C -1.417350 -0.250657 -4.975021
C -0.261050 0.098568 -4.287373
C -0.214430 -0.123310 -2.920965
N -1.234217 -0.600971 -2.212599
H -4.210088 -4.555213 3.276185
H -3.303255 -3.017860 3.235953
H -3.337770 -4.076836 1.791490
H -4.392330 -1.739423 -2.600372
H -3.375104 -1.099634 -4.764190
H -1.492867 -0.096386 -6.038123
H 0.582390 0.532979 -4.799048
H 0.690095 0.097800 -2.361693
S 0.129788 0.711555 2.511583
C 1.209181 1.286632 1.223650
N 2.520860 1.255744 1.351493
N 3.019521 0.730366 2.439430
C 4.363591 0.513167 2.617224
C 4.814083 -0.215255 3.722372
C 6.154595 -0.520670 3.842927
C 7.064689 -0.098843 2.885128
C 6.628551 0.677127 1.820759
C 5.291926 0.988892 1.684258
N 0.759651 1.858525 0.103236
N -0.504262 1.716891 -0.206437
C -0.969997 2.540157 -1.217786
C -2.276809 2.319234 -1.678196
C -2.803813 3.115854 -2.673008
C -2.057242 4.157940 -3.205744
C -0.772774 4.397945 -2.739278
C -0.227039 3.599951 -1.756522
H 2.341410 0.390293 3.136530
H 4.112864 -0.544601 4.473693
H 6.496680 -1.102754 4.684711
H 8.105903 -0.373345 2.970198
H 7.341658 1.031514 1.090430
H 4.930659 1.594012 0.868329
H -2.880392 1.528759 -1.218602
H -3.805994 2.938476 -3.031790
H -2.478934 4.786585 -3.975455
H -0.194951 5.215305 -3.146545
H 0.766979 3.777556 -1.380332
C 0.260914 -3.145794 2.550856
C -0.053259 -2.258436 1.341451
O -1.127272 -2.549957 0.751766
H -0.193144 -4.135153 2.451724
H -0.181924 -2.635937 3.414975
H 1.333152 -3.225720 2.711780

Force components x, y, z for each atom (eV/Å):
Ce 0.1 3.1 0.1
C -0.2 0.3 -0.2
S 0.0 0.0 0.1
C -0.3 -0.5 -0.7
S 1.4 0.7 0.0
N -1.1 -1.4 0.1
N 0.8 0.9 -1.1
C -0.6 -0.2 1.2
C 0.8 0.5 -0.8
C -0.2 -0.2 0.8
C 0.5 0.2 0.2
C -0.3 -0.1 -0.1
C 0.3 0.1 0.1
N -0.4 -0.2 0.1
H 0.0 -0.1 0.1
H 0.1 -0.1 0.1
H 0.0 -0.1 0.1
H 0.1 -0.1 0.1
H -0.2 0.0 -0.1
H 0.0 0.0 -0.2
H 0.1 0.0 0.0
H -0.1 0.1 0.0
S -0.5 -0.2 -0.5
C -1.0 -0.7 1.3
N 1.1 -0.2 0.7
N -2.2 0.5 -0.9
C 1.9 -0.1 0.0
C -0.4 0.2 -0.3
C 0.2 0.0 0.0
C 0.0 0.0 0.1
C 0.1 -0.1 0.0
C -0.4 0.0 0.1
N -1.1 0.3 -1.4
N 1.9 -0.6 1.5
C -0.5 0.9 -1.1
C 0.4 -0.2 0.5
C -0.1 0.1 -0.1
C 0.0 -0.1 0.0
C -0.1 0.0 -0.1
C 0.0 -0.4 0.3
H 0.2 0.0 -0.2
H -0.1 -0.1 0.1
H 0.0 0.0 0.1
H 0.0 0.0 0.0
H 0.0 0.0 -0.1
H 0.1 0.0 -0.1
H 0.0 0.2 -0.2
H -0.1 0.0 0.0
H 0.0 0.0 0.0
H 0.0 0.0 0.0
H 0.1 0.1 0.0
C 0.5 0.1 -1.2
C -0.8 -0.4 1.3
O 0.2 -2.4 0.4
H 0.0 0.1 -0.1
H 0.1 0.1 -0.2
H 0.0 0.0 0.1